This record from the OMol25 dataset describes a molecular structure, C24H19BF5N3O3S2SbSe4Tc. The level of theory is wB97M-V/def2-TZVPD.

CARTESIAN COORDINATES (ANGSTROEM)
Tc (0.314, -1.879, 0.393)
N (2.951, -0.405, 3.737)
C (2.001, -0.817, 2.863)
S (2.544, -1.592, 1.431)
N (0.755, -0.629, 3.200)
N (-0.164, -1.158, 2.328)
C (-1.365, -1.172, 2.812)
C (-2.563, -1.640, 2.171)
C (-3.745, -1.725, 2.922)
C (-4.911, -2.186, 2.355)
C (-4.926, -2.570, 1.012)
C (-3.785, -2.485, 0.244)
C (-2.606, -2.018, 0.824)
O (-1.503, -1.934, 0.082)
H (3.893, -0.284, 3.413)
H (2.642, 0.127, 4.532)
H (-1.454, -0.803, 3.829)
H (-3.728, -1.427, 3.964)
H (-5.811, -2.252, 2.949)
H (-5.841, -2.937, 0.567)
H (-3.776, -2.774, -0.798)
Se (4.832, -1.233, -4.552)
Sb (4.911, -1.865, -2.315)
Se (3.179, -3.617, -1.751)
Se (1.580, -1.878, -1.598)
Se (6.211, -1.193, -0.508)
F (1.589, -8.029, -2.832)
C (1.380, -7.113, -1.892)
C (2.249, -7.007, -0.820)
F (3.298, -7.823, -0.736)
C (2.031, -6.041, 0.146)
F (2.904, -5.954, 1.146)
C (0.947, -5.165, 0.082)
S (0.691, -3.989, 1.363)
C (0.079, -5.317, -0.997)
F (-1.003, -4.545, -1.104)
C (0.290, -6.265, -1.981)
F (-0.557, -6.377, -3.005)
C (-2.011, 5.929, -0.472)
C (-0.747, 5.767, -1.328)
C (0.066, 7.057, -1.224)
C (-1.150, 5.568, -2.796)
C (0.038, 4.544, -0.852)
C (1.358, 4.627, -0.411)
C (2.085, 3.513, 0.016)
C (1.437, 2.305, -0.017)
O (1.899, 1.054, 0.340)
B (0.842, 0.195, 0.110)
O (-0.267, 0.885, -0.384)
C (0.129, 2.206, -0.453)
C (-0.594, 3.293, -0.872)
H (-2.578, 6.802, -0.802)
H (-1.752, 6.066, 0.580)
H (-2.666, 5.060, -0.546)
H (-0.544, 7.896, -1.561)
H (0.959, 7.024, -1.851)
H (0.371, 7.259, -0.195)
H (-1.712, 6.434, -3.153)
H (-1.777, 4.685, -2.924)
H (-0.267, 5.448, -3.426)
H (1.855, 5.585, -0.394)
H (3.110, 3.598, 0.349)
H (-1.615, 3.171, -1.209)

Values from the calculation:
E = -341866.93927 eV
strongest force on any atom = 0.49 eV/A
HOMO = -8.1 eV
charge = 0
relative energy (zero: lowest compared OMol25 entry of this formula, charge and spin) = 0.0 kJ/mol
orbital gap = 6.22 eV
E_LUMO = -1.9292 eV

Results of the natural (NBO) charge analysis, in e, for atoms 1 through 8: 0.30, -0.78, 0.27, 0.04, -0.42, -0.24, 0.12, -0.20

=====

This record from the OMol25 dataset describes a molecular structure, C24H19BF5N3O3S2SbSe4Tc. The level of theory is wB97M-V/def2-TZVPD.

CARTESIAN COORDINATES (ANGSTROEM)
Tc (0.451, -1.823, 0.275)
N (3.093, -0.351, 3.578)
C (2.137, -0.776, 2.722)
S (2.672, -1.612, 1.303)
N (0.897, -0.547, 3.061)
N (-0.030, -1.078, 2.185)
C (-1.215, -1.153, 2.680)
C (-2.403, -1.673, 2.035)
C (-3.553, -1.861, 2.810)
C (-4.692, -2.414, 2.266)
C (-4.703, -2.788, 0.923)
C (-3.589, -2.591, 0.133)
C (-2.446, -2.021, 0.683)
O (-1.362, -1.870, -0.096)
H (4.044, -0.312, 3.262)
H (2.815, 0.210, 4.364)
H (-1.301, -0.846, 3.718)
H (-3.525, -1.576, 3.855)
H (-5.570, -2.564, 2.879)
H (-5.590, -3.237, 0.494)
H (-3.571, -2.863, -0.914)
Se (4.500, -2.044, -4.883)
Sb (4.741, -2.165, -2.570)
Se (3.083, -3.735, -1.548)
Se (1.690, -1.802, -1.698)
Se (6.064, -1.093, -0.991)
F (1.449, -8.172, -2.536)
C (1.227, -7.209, -1.649)
C (1.959, -7.164, -0.474)
F (2.887, -8.091, -0.241)
C (1.725, -6.155, 0.442)
F (2.465, -6.142, 1.547)
C (0.762, -5.169, 0.229)
S (0.515, -3.900, 1.423)
C (0.035, -5.258, -0.956)
F (-0.925, -4.367, -1.224)
C (0.259, -6.251, -1.890)
F (-0.455, -6.296, -3.014)
C (-2.176, 5.912, -0.609)
C (-0.790, 5.880, -1.269)
C (-0.077, 7.192, -0.941)
C (-0.956, 5.788, -2.793)
C (-0.012, 4.657, -0.779)
C (1.257, 4.757, -0.210)
C (1.982, 3.642, 0.220)
C (1.385, 2.419, 0.058)
O (1.858, 1.164, 0.385)
B (0.857, 0.289, 0.012)
O (-0.221, 0.967, -0.554)
C (0.129, 2.303, -0.507)
C (-0.590, 3.389, -0.934)
H (-2.726, 6.797, -0.936)
H (-2.086, 5.946, 0.478)
H (-2.771, 5.036, -0.871)
H (-0.697, 8.029, -1.265)
H (0.881, 7.272, -1.456)
H (0.095, 7.300, 0.132)
H (-1.488, 6.664, -3.169)
H (-1.524, 4.901, -3.079)
H (0.017, 5.738, -3.285)
H (1.713, 5.728, -0.090)
H (2.967, 3.738, 0.656)
H (-1.567, 3.253, -1.378)

Values from the calculation:
E = -341866.72505 eV
strongest force on any atom = 0.82 eV/A
HOMO = -8.2 eV
charge = 0
relative energy (zero: lowest compared OMol25 entry of this formula, charge and spin) = 20.7 kJ/mol
orbital gap = 6.15 eV
E_LUMO = -2.0079 eV

Results of the natural (NBO) charge analysis, in e, for atoms 1 through 8: 0.29, -0.78, 0.29, 0.00, -0.43, -0.23, 0.12, -0.19

=====

This record from the OMol25 dataset describes a molecular structure, C24H19Cl3GeIrN4O7S3 at a distorted geometry. The level of theory is wB97M-V/def2-TZVPD.

CARTESIAN COORDINATES (ANGSTROEM)
Ir (0.643, -0.287, -0.536)
C (1.170, 0.800, 3.098)
C (0.425, -0.409, 2.676)
N (0.199, -0.843, 1.441)
C (-0.538, -2.010, 1.520)
C (-0.758, -2.285, 2.835)
N (-0.145, -1.272, 3.528)
C (-1.459, -3.345, 3.625)
O (-2.080, -4.273, 2.954)
O (-1.414, -3.267, 4.827)
C (-0.945, -2.775, 0.301)
O (-1.661, -3.760, 0.407)
O (-0.479, -2.290, -0.798)
H (1.492, 1.364, 2.228)
H (2.051, 0.511, 3.675)
H (0.543, 1.431, 3.728)
H (-0.158, -1.245, 4.540)
H (-1.988, -4.159, 1.970)
C (4.977, -3.406, -1.614)
N (4.410, -2.194, -1.025)
C (5.190, -1.156, -0.612)
C (4.682, 0.003, -0.129)
C (3.265, 0.107, -0.044)
O (2.582, 1.102, 0.281)
N (2.523, -0.987, -0.396)
C (3.029, -2.100, -0.998)
O (2.321, -2.961, -1.509)
H (6.059, -3.372, -1.523)
H (4.703, -3.481, -2.665)
H (4.592, -4.283, -1.099)
H (6.256, -1.296, -0.717)
H (5.309, 0.841, 0.129)
O (-1.059, 0.509, -0.895)
C (-1.784, 1.667, -0.580)
C (-2.020, 2.480, -1.845)
C (-1.729, 2.132, -3.129)
C (-2.054, 3.153, -4.057)
C (-2.585, 4.253, -3.457)
S (-2.684, 4.077, -1.761)
C (-1.011, 2.539, 0.403)
C (0.245, 3.035, 0.192)
C (0.691, 3.862, 1.249)
C (-0.242, 3.997, 2.232)
S (-1.660, 3.098, 1.898)
C (-3.091, 1.125, -0.039)
C (-4.332, 1.161, -0.611)
C (-5.289, 0.425, 0.123)
C (-4.751, -0.204, 1.209)
S (-3.084, 0.113, 1.372)
H (-1.322, 1.171, -3.405)
H (-1.913, 3.063, -5.124)
H (-2.921, 5.165, -3.923)
H (0.819, 2.842, -0.706)
H (1.657, 4.347, 1.267)
H (-0.182, 4.586, 3.134)
H (-4.553, 1.698, -1.522)
H (-6.333, 0.363, -0.147)
H (-5.253, -0.824, 1.934)
Cl (1.126, -0.296, -2.819)
Ge (0.425, -2.676, -2.854)
Cl (-1.552, -2.192, -3.684)
Cl (1.643, -3.371, -4.555)

Values from the calculation:
E = -174912.97909 eV
strongest force on any atom = 2.32 eV/A
HOMO (alpha / beta) = -11.1 / -11.3 eV
charge = +1
multiplicity = 5
relative energy (zero: lowest compared OMol25 entry of this formula, charge and spin) = 73.6 kJ/mol
orbital gap (alpha / beta) = 7.38 / 4.73 eV
E_LUMO (alpha / beta) = -3.7613 / -6.5397 eV

Results of the natural (NBO) charge analysis, in e, for atoms 1 through 8: 1.56, -0.69, 0.46, -0.52, 0.00, 0.04, -0.46, 0.77

=====

This record from the OMol25 dataset describes C24H19F3N2O2 in the gas phase. The level of theory is wB97M-V/def2-TZVPD.

CARTESIAN COORDINATES (ANGSTROEM)
O (4.468, -0.721, -4.031)
C (3.956, -1.064, -2.983)
C (4.593, -2.083, -2.107)
C (5.284, -3.137, -2.700)
C (5.912, -4.088, -1.918)
C (5.876, -3.981, -0.537)
C (5.215, -2.919, 0.060)
C (4.572, -1.974, -0.719)
C (2.673, -0.489, -2.522)
C (1.782, -1.176, -1.702)
C (0.583, -0.608, -1.325)
C (0.203, 0.679, -1.734)
N (-1.008, 1.246, -1.399)
C (-1.105, 2.631, -0.982)
C (-0.994, 2.721, 0.545)
N (-2.007, 1.900, 1.177)
C (-2.931, 2.478, 1.973)
O (-2.996, 3.679, 2.149)
C (-3.893, 1.564, 2.681)
C (-5.261, 1.788, 2.571)
C (-6.162, 1.035, 3.300)
C (-5.714, 0.055, 4.170)
C (-4.354, -0.161, 4.301)
F (-3.910, -1.107, 5.145)
C (-3.446, 0.588, 3.565)
F (-2.126, 0.362, 3.708)
C (-1.981, 0.519, 0.757)
C (-2.051, 0.464, -0.780)
C (1.106, 1.329, -2.595)
F (0.797, 2.548, -3.105)
C (2.299, 0.773, -2.984)
H (5.311, -3.198, -3.778)
H (6.436, -4.909, -2.384)
H (6.371, -4.721, 0.076)
H (5.202, -2.827, 1.136)
H (4.075, -1.136, -0.252)
H (2.019, -2.174, -1.364)
H (-0.067, -1.180, -0.683)
H (-0.327, 3.238, -1.434)
H (-2.077, 3.019, -1.303)
H (-1.141, 3.748, 0.882)
H (-0.006, 2.368, 0.863)
H (-5.602, 2.568, 1.909)
H (-7.221, 1.215, 3.200)
H (-6.397, -0.539, 4.755)
H (-2.828, -0.023, 1.176)
H (-1.051, 0.057, 1.110)
H (-2.013, -0.566, -1.131)
H (-3.008, 0.896, -1.097)
H (2.947, 1.311, -3.658)

Values from the calculation:
E = -40424.27634 eV
strongest force on any atom = 0.55 eV/A
HOMO = -8.2 eV
charge = 0
relative energy (zero: lowest compared OMol25 entry of this formula, charge and spin) = 24.8 kJ/mol
orbital gap = 8.29 eV
SMILES = O=C(c1ccccc1)c1ccc(N2CCN(C(=O)c3cccc(F)c3F)CC2)c(F)c1
E_LUMO = 0.0987 eV

Results of the natural (NBO) charge analysis, in e, for atoms 1 through 8: -0.54, 0.56, -0.18, -0.15, -0.22, -0.19, -0.24, -0.13

=====

This record from the OMol25 dataset describes a molecular structure, C24H19N6O4PtS2Se. The level of theory is wB97M-V/def2-TZVPD.

CARTESIAN COORDINATES (ANGSTROEM)
Pt (-0.224, 0.299, -0.741)
C (-4.449, 0.789, -0.924)
C (-2.973, 1.122, -0.963)
O (-2.215, 0.094, -0.908)
C (-2.601, 2.455, -1.050)
C (-1.287, 2.981, -1.164)
C (-1.092, 4.470, -1.174)
N (-0.246, 2.206, -1.249)
N (1.017, 2.795, -1.329)
C (1.937, 1.940, -1.008)
O (1.747, 0.693, -0.686)
C (3.349, 2.415, -0.972)
C (3.654, 3.773, -1.037)
C (4.970, 4.199, -0.961)
C (5.997, 3.274, -0.818)
C (5.698, 1.921, -0.752)
C (4.380, 1.492, -0.826)
H (-4.572, -0.291, -0.941)
H (-4.972, 1.226, -1.775)
H (-4.899, 1.188, -0.012)
H (-3.405, 3.179, -1.016)
H (-2.053, 4.980, -1.172)
H (-0.507, 4.779, -2.039)
H (-0.525, 4.757, -0.286)
H (2.840, 4.478, -1.140)
H (5.197, 5.257, -1.006)
H (7.026, 3.608, -0.757)
H (6.494, 1.195, -0.637)
H (4.127, 0.442, -0.767)
Se (0.864, 3.638, 3.286)
N (0.314, 2.628, 4.644)
C (-0.343, 1.628, 4.098)
C (-0.956, 0.547, 4.817)
C (-1.616, -0.382, 4.096)
C (-1.667, -0.283, 2.650)
N (-1.113, 0.650, 1.955)
C (-0.446, 1.627, 2.653)
N (0.139, 2.630, 2.035)
H (-0.869, 0.500, 5.895)
H (-2.107, -1.218, 4.576)
H (-2.195, -1.046, 2.084)
O (-1.211, -4.460, -3.982)
S (-1.859, -4.201, -2.724)
O (-3.295, -4.256, -2.689)
N (-1.310, -2.809, -2.062)
C (-0.614, -3.029, -0.985)
S (0.137, -1.878, 0.008)
C (-0.494, -4.481, -0.595)
C (0.173, -5.054, 0.476)
C (0.125, -6.435, 0.616)
C (-0.582, -7.225, -0.289)
C (-1.252, -6.647, -1.360)
C (-1.183, -5.275, -1.486)
H (0.712, -4.431, 1.177)
H (0.646, -6.907, 1.439)
H (-0.607, -8.299, -0.156)
H (-1.807, -7.246, -2.069)

Values from the calculation:
E = -132592.34169 eV
strongest force on any atom = 0.95 eV/A
HOMO = -4.4 eV
charge = -1
relative energy (zero: lowest compared OMol25 entry of this formula, charge and spin) = 0.0 kJ/mol
orbital gap = 5.59 eV
E_LUMO = 1.1830 eV

Results of the natural (NBO) charge analysis, in e, for atoms 1 through 8: 0.83, -0.67, 0.48, -0.64, -0.50, 0.31, -0.66, -0.37

=====

This record from the OMol25 dataset describes a molecular structure, C24H20Br2N5O4RbSe. The level of theory is wB97M-V/def2-TZVPD.

CARTESIAN COORDINATES (ANGSTROEM)
Rb (0.571, 0.262, 1.783)
Br (1.999, 5.974, 1.704)
C (3.185, 4.607, 1.120)
C (4.491, 4.961, 0.796)
C (5.395, 4.024, 0.370)
Br (7.171, 4.588, -0.056)
C (5.021, 2.665, 0.253)
C (5.876, 1.631, -0.189)
C (5.409, 0.348, -0.270)
C (4.080, 0.085, 0.103)
N (3.268, 1.021, 0.526)
C (3.693, 2.300, 0.598)
C (2.682, 3.284, 1.060)
O (1.518, 2.939, 1.354)
H (4.791, 5.997, 0.885)
H (6.896, 1.869, -0.460)
H (6.044, -0.459, -0.614)
H (3.672, -0.919, 0.047)
C (-0.402, -0.440, -4.060)
N (0.347, -1.094, -3.002)
C (0.201, -2.534, -2.979)
C (0.714, -0.471, -1.846)
C (0.576, 1.031, -1.781)
O (1.167, -1.101, -0.896)
H (-0.096, -0.867, -5.020)
H (-0.194, 0.625, -4.083)
H (-1.476, -0.575, -3.919)
H (0.503, -2.947, -3.945)
H (-0.844, -2.802, -2.789)
H (0.824, -2.945, -2.191)
H (1.027, 1.523, -2.643)
H (1.073, 1.390, -0.883)
H (-0.486, 1.286, -1.748)
C (-0.734, -3.269, 3.410)
C (0.673, -3.073, 3.086)
N (1.777, -2.898, 2.807)
H (-1.043, -2.482, 4.097)
H (-0.879, -4.244, 3.874)
H (-1.327, -3.202, 2.498)
Se (-1.427, -0.763, 7.379)
C (-0.829, -0.429, 5.698)
N (-0.421, -0.249, 4.623)
O (-1.845, -0.598, 0.420)
C (-2.757, -0.702, -0.394)
N (-2.658, -0.679, -1.746)
C (-3.902, -0.844, -2.279)
O (-4.201, -0.884, -3.467)
C (-4.921, -0.980, -1.157)
C (-6.289, -1.143, -1.152)
C (-6.923, -1.217, 0.090)
C (-6.195, -1.129, 1.273)
C (-4.810, -0.963, 1.252)
C (-4.202, -0.893, 0.017)
H (-6.843, -1.207, -2.080)
H (-7.999, -1.342, 0.139)
H (-6.713, -1.186, 2.223)
H (-4.231, -0.884, 2.164)

Values from the calculation:
E = -246945.47298 eV
strongest force on any atom = 0.51 eV/A
HOMO = -2.5 eV
charge = -2
relative energy (zero: lowest compared OMol25 entry of this formula, charge and spin) = 23.4 kJ/mol
orbital gap = 6.21 eV
E_LUMO = 3.6874 eV

Results of the natural (NBO) charge analysis, in e, for atoms 1 through 8: 0.95, 0.00, -0.26, -0.22, -0.15, -0.03, -0.11, -0.18